1.
{"formula": "C21H31N3O", "method": "ωB97M-V with the def2-TZVPD basis set", "de_lowest_kcal_mol": 35.51, "smiles": "CC(C)=CC(=O)N1CCC[C@@H](N2CCN(c3ccccc3C)CC2)C1", "symbols": ["C", "C", "C", "C", "C", "O", "N", "C", "C", "C", "C", "N", "C", "C", "N", "C", "C", "C", "C", "C", "C", "C", "C", "C", "C", "H", "H", "H", "H", "H", "H", "H", "H", "H", "H", "H", "H", "H", "H", "H", "H", "H", "H", "H", "H", "H", "H", "H", "H", "H", "H", "H", "H", "H", "H", "H"], "positions_angstrom": [[-7.29658, -1.05939, -0.28375], [-5.85695, -1.40037, -0.04536], [-5.61738, -2.74946, 0.55322], [-4.88349, -0.53325, -0.31716], [-3.43114, -0.80552, -0.16921], [-2.90388, -1.82739, -0.58142], [-2.70232, 0.16673, 0.43686], [-3.21208, 1.39272, 0.99885], [-2.70623, 2.59072, 0.19102], [-1.17973, 2.57377, 0.14797], [-0.69303, 1.23707, -0.42492], [0.74631, 1.23332, -0.60596], [1.54788, 1.14501, 0.59940], [2.99410, 1.52442, 0.25475], [3.55335, 0.63073, -0.73721], [4.23888, -0.50918, -0.29534], [3.81449, -1.80384, -0.59727], [4.52469, -2.91112, -0.17392], [5.67963, -2.75094, 0.56844], [6.13171, -1.47204, 0.84085], [5.44566, -0.34774, 0.40852], [6.04626, 1.00670, 0.65285], [2.69106, 0.55661, -1.89495], [1.22267, 0.25321, -1.56443], [-1.25957, 0.09039, 0.43894], [-7.86426, -1.15647, 0.64116], [-7.72565, -1.75254, -1.00648], [-7.41160, -0.04705, -0.66283], [-6.15711, -3.50715, -0.01225], [-4.56111, -2.99553, 0.54836], [-5.98773, -2.77395, 1.57869], [-5.13090, 0.42856, -0.74794], [-4.30089, 1.36431, 1.02940], [-2.84619, 1.47430, 2.03109], [-3.06280, 3.51682, 0.64464], [-3.10240, 2.53237, -0.82491], [-0.80189, 3.38867, -0.47028], [-0.79413, 2.71052, 1.15991], [-1.12560, 1.13100, -1.42788], [1.16615, 1.84254, 1.34533], [1.54258, 0.12687, 1.02822], [3.59494, 1.49738, 1.16122], [2.99894, 2.54061, -0.15526], [2.91212, -1.95658, -1.16840], [4.16559, -3.90038, -0.41817], [6.23361, -3.61032, 0.91517], [7.05589, -1.33861, 1.38635], [5.78320, 1.39005, 1.63964], [7.13165, 0.93987, 0.60740], [5.70424, 1.71465, -0.09752], [3.08561, -0.18152, -2.59426], [2.72535, 1.54234, -2.37501], [0.63022, 0.33227, -2.47871], [1.12242, -0.77396, -1.17659], [-0.98059, -0.88243, 0.03054], [-0.89392, 0.17220, 1.46857]], "nbo_charge": [-0.638, 0.102, -0.662, -0.338, 0.662, -0.639, -0.437, -0.211, -0.408, -0.397, -0.036, -0.457, -0.246, -0.200, -0.478, 0.240, -0.271, -0.207, -0.234, -0.188, -0.073, -0.636, -0.218, -0.233, -0.255, 0.217, 0.220, 0.212, 0.218, 0.249, 0.215, 0.205, 0.223, 0.188, 0.212, 0.199, 0.220, 0.191, 0.199, 0.203, 0.171, 0.208, 0.196, 0.207, 0.211, 0.211, 0.204, 0.212, 0.218, 0.228, 0.212, 0.199, 0.206, 0.166, 0.251, 0.188]}

***

2.
{"formula": "C21H31N3O4Se2Tl", "method": "ωB97M-V with the def2-TZVPD basis set", "total_charge": 1, "symbols": ["Tl", "O", "C", "C", "C", "O", "C", "Se", "C", "Se", "H", "H", "H", "H", "H", "H", "H", "H", "H", "H", "O", "C", "N", "C", "O", "C", "C", "C", "C", "N", "C", "H", "H", "H", "H", "H", "H", "H", "H", "C", "N", "C", "C", "C", "C", "C", "C", "C", "C", "H", "H", "H", "H", "H", "H", "H", "H", "H", "H", "H", "H", "H"], "positions_angstrom": [[-0.32246, 0.64385, -1.02579], [-2.78516, 2.57239, 2.09497], [-2.18829, 3.87487, 1.94049], [-1.11038, 3.93842, 0.85046], [-0.75426, 5.44482, 0.75466], [-0.04957, 5.79167, -0.41572], [0.17550, 3.21351, 1.25317], [0.18612, 1.26787, 1.49807], [-1.73034, 3.49969, -0.48583], [-0.52586, 2.98128, -1.97874], [-3.56863, 2.70922, 2.63675], [-1.75352, 4.18962, 2.89467], [-2.97748, 4.58576, 1.67616], [-0.21050, 5.75188, 1.65689], [-1.67604, 6.02876, 0.71194], [0.82251, 5.38480, -0.40758], [0.52524, 3.60896, 2.20714], [0.94520, 3.41043, 0.50769], [-2.31176, 4.32477, -0.89677], [-2.42460, 2.67914, -0.32839], [5.31718, -4.97792, 0.48660], [5.74059, -4.65376, -0.80714], [5.36209, -3.30607, -1.20451], [4.04623, -3.02428, -1.33195], [3.17772, -3.87101, -1.19249], [3.67402, -1.61118, -1.67829], [4.52080, -0.68949, -2.27776], [4.03986, 0.57571, -2.57629], [2.72552, 0.87505, -2.27295], [1.90397, -0.01486, -1.70806], [2.36851, -1.22624, -1.41250], [4.36228, -5.11041, 0.44880], [5.32621, -5.34229, -1.54445], [6.82549, -4.71261, -0.82293], [6.01137, -2.55563, -1.03838], [5.53886, -0.95371, -2.53455], [4.66786, 1.31860, -3.04624], [2.30338, 1.85094, -2.48520], [1.68880, -1.93234, -0.95264], [-1.66017, -1.48558, 2.26774], [-2.58490, -0.36670, 1.93751], [-3.71293, -0.34090, 2.89742], [-3.07296, -0.33697, 0.48480], [-2.55875, -1.43649, -0.39707], [-3.25914, -2.63670, -0.46815], [-2.81349, -3.66692, -1.28126], [-1.67189, -3.48994, -2.04443], [-0.97496, -2.28902, -1.98896], [-1.39573, -1.25387, -1.16051], [-1.25592, -1.29548, 3.25846], [-0.85765, -1.52401, 1.53996], [-2.21312, -2.42137, 2.24506], [-2.01731, 0.50641, 2.02364], [-4.30087, -1.24763, 2.76961], [-4.32998, 0.53128, 2.69817], [-3.31892, -0.29410, 3.90956], [-2.74957, 0.63508, 0.12002], [-4.15967, -0.31388, 0.52637], [-4.17221, -2.76336, 0.10454], [-3.36370, -4.59679, -1.33038], [-1.32543, -4.28375, -2.69301], [-0.09720, -2.16955, -2.61244]], "mulliken_charge": [1.148, -0.341, -1.391, 2.376, -1.194, -0.482, -1.720, -0.271, -1.749, -0.158, 0.255, 0.451, 0.531, 0.400, 0.471, 0.353, 0.534, 0.502, 0.522, 0.378, -0.545, -0.444, -0.200, 0.327, -0.695, -0.210, -0.261, -0.918, -0.220, -0.250, 0.133, 0.360, 0.309, 0.371, 0.273, 0.512, 0.439, 0.327, 0.700, -0.954, 0.616, -1.089, 0.767, -0.102, -0.542, -0.686, -0.754, -0.608, 0.297, 0.356, 0.334, 0.447, -0.087, 0.362, 0.376, 0.393, -1.228, 0.651, 0.436, 0.406, 0.434, 0.550]}

***

3.
{"formula": "C21H31N4O7PS6", "method": "ωB97M-V with the def2-TZVPD basis set", "symbols": ["O", "S", "O", "O", "C", "P", "O", "O", "S", "C", "C", "C", "C", "S", "C", "S", "N", "C", "C", "O", "C", "C", "C", "C", "C", "S", "C", "S", "N", "C", "C", "N", "C", "O", "H", "H", "H", "H", "H", "H", "H", "H", "H", "H", "H", "H", "H", "H", "H", "H", "H", "H", "H", "H", "H", "H", "H", "H", "H", "H", "N", "C", "C", "C", "C", "H", "H", "H", "H", "H"], "positions_angstrom": [[-1.49984, -2.69934, 1.52841], [-1.73920, -1.50658, 0.79726], [-1.27610, -0.29668, 1.38302], [-3.34419, -1.40630, 0.52893], [-3.51493, -1.71668, -0.85962], [-5.22177, -1.67549, -1.56340], [-6.16496, -1.70168, -0.28520], [-5.41418, -3.13707, -2.17865], [-5.60912, -0.25921, -2.78517], [-2.32454, -1.19970, -1.62027], [-2.13381, 0.35329, -1.74777], [-3.01847, 1.29740, -0.91993], [-2.36330, 2.70986, -0.95861], [-1.34997, 3.04035, 0.48832], [0.28201, 2.80512, -0.02157], [0.82326, 2.64671, -1.55734], [1.11887, 2.78882, 1.12213], [1.68521, 1.48239, 1.40815], [2.12544, 1.51325, 2.89429], [2.17068, 2.86470, 3.34578], [2.92392, 3.67546, 2.45770], [2.25330, 3.69588, 1.04562], [-2.22495, -1.79772, -3.01995], [-0.78325, -2.04037, -3.49058], [-0.09044, -0.80879, -4.11294], [0.50484, -1.03836, -5.81832], [2.17658, -1.49946, -5.58122], [3.35682, -1.08741, -6.58560], [2.40315, -2.27821, -4.40925], [3.12635, -1.93396, -3.29876], [2.99636, -3.01483, -2.46480], [2.24391, -3.99112, -3.04427], [1.89167, -3.52923, -4.21879], [-1.24531, -1.62831, -0.70481], [-3.33493, -2.80759, -0.85760], [-6.07981, -2.54683, 0.18343], [-5.14228, -3.14885, -3.10558], [-2.28058, 0.63475, -2.78594], [-1.10209, 0.57002, -1.48118], [-3.10389, 1.00910, 0.12161], [-3.99281, 1.41881, -1.38125], [-1.71442, 2.77580, -1.83105], [-3.10812, 3.49318, -1.06653], [1.01092, 0.66114, 1.19772], [2.59075, 1.32694, 0.80534], [3.06469, 0.97926, 3.05000], [1.31870, 1.05332, 3.46300], [3.95171, 3.31175, 2.41254], [2.86854, 4.67622, 2.87488], [3.00778, 3.33896, 0.33451], [1.97865, 4.69923, 0.73442], [-2.71305, -2.77924, -3.00859], [-2.80159, -1.19589, -3.71546], [-0.81978, -2.83251, -4.23357], [-0.20268, -2.42525, -2.65592], [-0.77203, 0.03263, -4.18435], [0.76025, -0.52742, -3.49952], [3.65343, -1.00792, -3.17248], [3.41487, -3.10441, -1.47785], [1.29624, -4.06077, -4.93801], [2.33447, 1.46055, 6.35798], [2.41356, 1.86934, 7.65959], [2.68173, 0.77018, 8.43226], [2.77179, -0.34665, 7.55868], [2.55484, 0.11576, 6.28738], [2.14482, 2.05575, 5.56907], [2.27166, 2.90285, 7.92444], [2.80079, 0.76669, 9.50265], [2.97350, -1.36877, 7.83165], [2.54032, -0.39686, 5.34094]], "nbo_charge": [-0.890, 2.546, -0.910, -0.672, -0.323, 1.826, -0.954, -0.983, -0.560, 0.275, -0.450, -0.423, -0.570, 0.412, -0.101, -0.088, -0.517, -0.249, -0.081, -0.526, -0.074, -0.243, -0.427, -0.419, -0.548, 0.334, -0.155, 0.119, -0.442, -0.101, -0.086, -0.443, 0.166, -0.706, 0.225, 0.513, 0.524, 0.214, 0.246, 0.229, 0.231, 0.250, 0.237, 0.238, 0.172, 0.173, 0.198, 0.168, 0.198, 0.182, 0.213, 0.203, 0.242, 0.223, 0.242, 0.236, 0.246, 0.238, 0.214, 0.213, -0.510, -0.076, -0.313, -0.299, -0.083, 0.428, 0.208, 0.219, 0.217, 0.205]}

***

no.,HOMO energy (eV),energy (eV),gap between HOMO and LUMO (eV)
1,-7.6,-28798.0814,8.43
2,-10.7,-170320.8033,8.15
3,-8.0,-116872.0438,7.11